Here is C23H49Cl2CoO5PSSi as an isolated structure in a non-equilibrium geometry from the OMol25 dataset. Energies are from ωB97M-V/def2-TZVPD.

```
83
Properties=species:S:1:pos:R:3:mulliken_charge:R:1
Co -1.1494 0.6741 0.0202 0.764
Cl -1.4705 6.1129 -1.3442 -0.160
Cl -3.8883 4.7281 -0.4819 -0.173
S -0.4557 -0.4024 -1.8905 -0.486
P -2.5949 -0.6657 1.2325 0.380
Si 1.5526 -0.2371 -1.0561 -1.276
O 2.5817 0.5600 -1.9750 0.595
O 2.1323 -1.6502 -0.6059 -0.131
O 0.9895 0.5082 0.3208 1.265
O -0.8167 3.9507 0.5643 -0.676
O -1.7416 2.3652 -0.6824 -0.777
C -1.4072 -2.4453 3.2152 -1.760
C -4.7505 -0.0007 -0.4326 -1.584
C 2.1180 -0.3575 2.2783 -1.027
C -3.6477 -2.1855 -0.9172 -1.379
C 4.0483 2.2901 -2.6571 -1.725
C -3.4980 0.3124 2.5695 0.722
C -4.0488 -1.2080 0.1845 0.210
C 0.7990 1.7815 2.3267 -1.706
C -2.2962 4.5675 -1.2466 0.244
C 2.7941 -2.7276 -1.2931 1.457
C 2.2277 -2.8799 -2.6981 -1.513
C 4.2859 -2.4104 -1.3292 -1.540
C -1.9688 -2.3506 1.8018 0.666
C -2.9420 0.2238 3.9859 -1.531
C 2.6353 1.7270 -2.8181 1.748
C -0.8831 -2.8075 0.8192 -1.185
C 2.5127 -3.9812 -0.4661 -1.596
C 1.5728 2.7366 -2.3928 -1.317
C 1.7375 0.9024 1.5030 1.095
C -3.5057 1.7848 2.1519 -1.327
C 2.9864 1.6811 1.1074 -1.397
C -1.5144 3.5665 -0.3402 0.373
C 2.3789 1.2709 -4.2537 -1.672
H -2.8781 -1.7531 -1.5561 0.197
H 4.4504 -1.4535 -1.8183 0.152
H 1.2216 -0.9046 2.5608 -0.039
H -2.5079 2.2153 2.2466 0.198
H 3.6091 1.0948 0.4364 0.272
H -3.8463 1.9342 1.1321 0.128
H -3.1085 -0.7485 4.4357 0.367
H 2.7682 -3.8088 0.5758 0.295
H 4.6810 -2.3563 -0.3178 0.335
H -1.1478 -2.6117 -0.2159 0.214
H -3.2984 -3.1329 -0.5167 0.292
H -2.8333 -3.0212 1.7261 0.803
H 1.1517 -3.0256 -2.6488 0.329
H 1.6301 3.6204 -3.0207 0.704
H -2.1834 -2.4030 3.9728 0.420
H 4.1930 3.1456 -3.3104 0.446
H 2.6788 -3.7408 -3.1779 0.564
H 0.4741 2.6496 1.7513 0.311
H -0.0821 1.2035 2.6189 0.138
H -4.0307 0.6349 -0.9503 0.296
H 3.5576 1.9130 2.0022 0.554
H -4.1691 2.3449 2.8075 0.576
H -0.9020 -3.4049 3.3270 0.470
H -0.6778 -1.6624 3.4121 0.209
H 1.7123 3.0357 -1.3572 0.157
H 4.8237 -3.1826 -1.8718 0.508
H 2.4290 -1.9952 -3.2940 0.204
H -4.7409 -1.7168 0.8708 0.537
H 3.1368 0.5611 -4.5785 0.354
H -5.4862 -0.3348 -1.1612 0.507
H 4.7830 1.5294 -2.9100 0.347
H 0.0554 -2.2968 1.0248 -0.095
H 1.4019 0.7956 -4.3215 0.304
H 0.5813 2.2957 -2.4996 0.153
H 2.7430 -1.0053 1.6668 0.127
H 3.1005 -4.8121 -0.8431 0.493
H -2.4369 4.1525 -2.2452 0.250
H 1.4583 -4.2335 -0.5297 0.286
H -4.5259 -0.0697 2.5706 0.620
H -5.2804 0.5855 0.3127 0.316
H 1.3047 2.1303 3.2225 0.572
H -3.4539 0.9572 4.6054 0.482
H 2.7100 2.6131 0.6203 0.268
H 2.6611 -0.0853 3.1782 0.541
H 4.2163 2.6015 -1.6302 0.356
H -4.5145 -2.3982 -1.5406 0.538
H 2.3980 2.1316 -4.9161 0.496
H -1.8806 0.4557 4.0195 0.144
H -0.7190 -3.8775 0.9341 0.722
```

Properties
Total charge: +1
Relative energy (zero: lowest compared OMol25 entry of this formula, charge and spin): 11.3 kcal per mole
Expectation value of S²: 6.0125
2S+1: 5